(1)
Molecular formula: C44H56Br51F2N3O10PS
Method: DFT, ωB97M-V with the def2-TZVPD basis set

XYZ file:
```
168
Properties=species:S:1:pos:R:3:forces:R:3
C -1.481 1.646 -2.155 -0.1 0.7 0.2
C -0.467 0.829 -1.831 0.0 0.0 -0.3
C 0.154 0.540 -0.464 1.0 1.3 -1.0
C 0.262 1.667 0.577 0.2 3.2 -0.3
N 1.236 1.249 1.640 -1.7 -0.5 1.0
C 1.270 -0.163 1.968 2.3 -1.6 0.4
O 2.324 -0.711 2.038 -0.9 0.5 -0.2
F 0.169 -0.883 2.235 -0.1 1.3 -0.5
C 1.087 1.915 2.890 -0.4 -0.5 2.1
O 0.532 1.444 3.836 0.4 0.2 -0.7
F 1.680 3.119 3.085 -0.1 -0.5 -1.4
C 0.917 3.068 0.183 1.1 1.1 -0.5
C 1.357 3.413 -1.261 0.6 0.1 -0.4
C 2.519 2.501 -1.741 -0.1 1.3 -0.5
C 3.259 3.107 -2.998 0.3 -1.5 0.3
C 3.248 2.038 -4.131 -1.1 0.6 1.5
S 4.319 0.641 -3.811 2.2 -1.4 -2.6
O 4.211 -0.198 -4.972 -1.5 -0.1 0.2
O 5.690 1.010 -3.607 -0.5 1.1 1.5
O 3.804 -0.245 -2.569 -0.4 0.8 -0.3
C 0.138 4.194 0.867 0.2 -1.3 -0.3
C 0.635 5.612 0.934 -0.5 0.4 -0.6
C 0.290 6.319 -0.424 -0.1 -0.7 -0.2
O -0.838 7.192 -0.281 -0.3 -0.7 -0.7
C -1.372 7.315 -1.562 0.4 1.0 -0.8
O -0.851 8.003 -2.387 -0.1 -0.2 0.4
N -0.948 3.703 1.384 1.2 0.9 0.1
C -1.846 4.518 2.163 -0.9 0.6 2.3
C -1.556 4.781 3.515 0.1 -0.5 -1.4
C -2.477 5.553 4.214 1.2 -0.2 2.0
N -3.614 6.059 3.802 -0.6 -0.5 -0.5
C -3.899 5.835 2.523 0.4 -1.2 0.1
C -3.033 5.088 1.711 -0.4 -0.5 -1.8
C -1.105 2.259 1.044 -2.8 -1.9 0.1
C -1.980 1.379 2.002 -1.1 1.4 0.0
C -3.533 1.556 1.702 -0.3 -1.0 1.2
P -3.992 -0.028 0.844 -0.2 -0.1 -2.0
O -3.174 -0.033 -0.389 0.5 0.0 0.2
O -5.534 -0.176 0.373 1.1 0.8 1.3
C -6.528 0.662 0.992 -1.2 -1.4 0.7
C -6.717 0.316 2.503 -0.4 0.3 -0.6
O -3.641 -1.289 1.798 0.0 1.4 -0.5
C -2.628 -2.154 1.234 0.2 -2.6 0.3
C -3.175 -3.074 0.095 0.7 1.4 -0.4
H -2.378 1.306 -2.684 1.0 0.3 -1.2
H -1.494 2.711 -1.870 -0.7 -0.7 1.1
H -0.071 0.227 -2.674 -1.1 -1.0 1.6
H 1.185 0.204 -0.672 -0.4 -0.2 0.5
H -0.462 -0.285 -0.071 0.2 0.3 -0.1
H 1.890 3.178 0.705 -0.3 -0.5 -0.1
H 1.806 4.424 -1.221 -0.2 -0.3 0.1
H 0.554 3.483 -2.008 0.1 -0.3 0.3
H 2.176 1.505 -2.036 0.0 0.1 0.6
H 3.242 2.486 -0.912 -0.2 -0.5 -0.2
H 4.318 3.230 -2.729 -0.3 0.7 -0.1
H 2.784 4.034 -3.338 0.3 -0.1 0.0
H 3.471 2.443 -5.137 0.4 -0.6 1.4
H 2.223 1.640 -4.151 0.4 -0.1 -0.3
H 4.238 0.043 -1.745 0.2 0.1 -0.1
H 1.723 5.650 1.064 -0.3 -0.4 0.0
H 0.177 6.178 1.756 0.0 -0.2 -0.2
H 1.154 6.837 -0.861 -0.2 0.1 0.4
H -0.011 5.554 -1.166 0.3 0.2 0.3
H -2.279 6.748 -1.849 0.1 -0.1 0.9
H -0.651 4.388 3.981 -0.3 0.2 0.0
H -2.216 5.765 5.256 -0.2 0.0 -0.2
H -4.835 6.230 2.134 0.2 -0.1 0.0
H -3.317 4.942 0.663 0.0 0.1 0.3
H -1.836 2.354 0.221 1.0 -0.6 -0.5
H -1.788 0.323 1.805 0.7 0.4 0.4
H -1.857 1.669 3.052 0.4 -0.5 -0.2
H -4.072 1.656 2.659 0.2 0.0 -0.3
H -3.785 2.453 1.124 0.0 -0.5 -0.2
H -7.490 0.399 0.463 1.8 -0.1 1.0
H -6.354 1.729 0.806 0.2 -0.3 0.0
H -6.739 1.238 3.099 0.1 -0.4 0.0
H -7.694 -0.177 2.604 0.3 0.1 0.2
H -5.960 -0.387 2.879 -0.1 0.3 -0.1
H -2.308 -2.857 2.040 -0.4 1.0 -0.1
H -1.718 -1.633 0.920 -0.5 0.2 0.0
H -4.251 -2.910 -0.038 0.2 -0.4 0.2
H -2.891 -4.122 0.241 -0.4 0.2 0.1
H -2.699 -2.729 -0.836 -0.3 -0.3 0.1
C 6.223 -1.193 0.559 0.1 -0.2 0.1
Br 5.929 -1.539 2.432 0.0 0.1 -0.2
Br 5.982 0.680 0.125 -0.1 0.0 0.0
Br 7.937 -1.835 -0.036 -0.3 0.2 0.1
H 5.469 -1.745 0.012 0.0 0.0 0.0
C 8.932 -5.304 -2.106 -0.1 0.0 0.0
Br 7.470 -5.489 -0.861 0.2 -0.1 -0.1
Br 10.177 -3.928 -1.566 0.0 -0.2 -0.1
Br 9.825 -6.986 -2.414 0.0 0.1 0.0
H 8.507 -4.993 -3.051 0.0 0.0 0.0
C -4.598 -4.798 3.432 0.0 0.0 -0.2
Br -3.767 -3.548 4.640 0.0 -0.1 0.0
Br -4.950 -6.499 4.257 -0.1 0.1 0.0
Br -6.184 -4.053 2.622 0.1 0.0 0.1
H -3.889 -4.981 2.633 0.0 0.0 0.0
C -2.255 -6.597 -1.982 0.0 0.1 -0.1
Br -2.737 -7.223 -0.221 0.0 0.1 0.0
Br -3.618 -5.444 -2.709 0.1 -0.1 0.1
Br -0.523 -5.748 -1.991 -0.1 0.0 0.1
H -2.187 -7.466 -2.622 0.0 0.0 0.0
C -0.537 -8.330 2.809 0.0 0.0 0.0
Br 1.231 -7.939 2.143 -0.1 0.0 0.1
Br -0.565 -9.927 3.883 -0.1 0.0 -0.2
Br -1.295 -6.831 3.763 0.1 0.0 -0.1
H -1.166 -8.512 1.949 0.0 0.0 0.0
C -2.088 9.958 2.388 0.1 0.2 -0.1
Br -0.717 10.225 3.719 -0.1 -0.1 -0.1
Br -2.502 8.077 2.169 0.4 1.7 -0.2
Br -3.669 10.989 2.766 0.1 -0.2 0.0
H -1.691 10.314 1.446 0.0 0.0 0.1
C 7.200 -9.949 -2.411 0.0 0.0 0.0
Br 5.511 -9.019 -2.341 0.1 -0.1 0.0
Br 7.285 -11.373 -1.114 0.0 0.1 -0.1
Br 7.597 -10.575 -4.191 0.0 0.1 0.1
H 7.966 -9.232 -2.148 0.0 0.0 0.0
C -9.041 3.630 -0.857 -0.3 0.0 -0.3
Br -8.116 4.635 0.498 0.0 0.0 0.1
Br -8.634 1.755 -0.711 -1.0 1.0 -0.9
Br -10.938 3.968 -0.829 0.2 0.0 0.0
H -8.671 3.967 -1.817 0.0 0.0 0.1
C -0.246 11.156 -4.331 0.0 0.0 0.0
Br -2.127 11.539 -4.524 0.1 0.0 0.0
Br 0.542 10.583 -5.997 -0.1 0.1 0.1
Br 0.711 12.643 -3.560 -0.1 -0.1 -0.1
H -0.160 10.329 -3.639 0.0 0.0 0.0
C 0.612 -9.282 8.013 0.0 0.0 0.0
Br -1.250 -8.793 7.886 0.0 0.0 0.0
Br 1.602 -8.703 6.463 0.1 0.1 0.2
Br 1.400 -8.648 9.655 -0.1 0.0 -0.1
H 0.658 -10.362 8.035 0.0 0.0 0.0
C 6.250 -0.089 -8.028 -0.1 -0.1 0.1
Br 6.787 1.749 -8.296 0.2 -0.2 0.0
Br 6.012 -1.013 -9.705 0.0 0.1 0.1
Br 7.453 -1.028 -6.855 0.0 0.1 -0.1
H 5.284 -0.069 -7.536 0.1 0.0 0.0
C 11.706 -1.915 -6.885 0.0 0.0 -0.1
Br 11.317 -2.203 -5.015 0.0 0.0 -0.1
Br 11.627 -0.045 -7.350 0.0 -0.1 0.1
Br 13.385 -2.711 -7.399 -0.1 0.1 0.1
H 10.931 -2.415 -7.449 0.0 0.0 0.0
C -7.491 -3.600 -3.791 -0.1 0.0 0.0
Br -7.942 -4.233 -2.025 0.1 0.1 -0.1
Br -8.850 -2.433 -4.505 0.1 -0.1 0.1
Br -5.749 -2.770 -3.823 -0.1 0.0 0.0
H -7.442 -4.466 -4.437 0.0 0.0 0.0
C -4.837 -7.901 9.916 0.0 0.0 0.1
Br -5.136 -7.926 8.009 0.0 0.0 0.1
Br -6.051 -6.700 10.813 0.1 -0.1 -0.1
Br -4.895 -9.675 10.670 0.0 0.2 -0.1
H -3.836 -7.521 10.076 0.0 0.0 0.0
C 4.078 4.666 -7.884 0.0 0.1 -0.2
Br 5.051 5.720 -6.598 -0.1 -0.1 -0.1
Br 3.505 2.982 -7.128 -0.1 0.4 -1.2
Br 2.603 5.640 -8.650 0.1 -0.1 0.1
H 4.761 4.432 -8.691 0.0 -0.1 0.1
C 0.537 -0.129 -6.732 0.1 -0.1 -0.2
Br 0.299 0.027 -4.813 -0.1 -0.2 -0.8
Br 1.701 -1.591 -7.190 -0.1 0.1 0.1
Br -1.157 -0.242 -7.643 0.1 0.0 0.1
H 1.019 0.781 -7.065 0.0 0.0 0.1
C 0.489 -6.444 13.280 0.0 0.0 0.0
Br 0.703 -8.349 13.484 0.0 0.2 0.0
Br -1.042 -6.011 12.185 0.1 0.0 0.1
Br 0.426 -5.544 14.984 0.0 -0.1 -0.1
H 1.364 -6.079 12.760 0.0 0.0 0.0
```
Forces are in eV/Å.

The HOMO energy is -11.1 eV. The total charge is +1.

---

(2)
Molecular formula: C44H57N5O6SW
Method: DFT, ωB97M-V with the def2-TZVPD basis set

XYZ file:
```
114
Properties=species:S:1:pos:R:3:forces:R:3
W 1.233 0.511 -0.378 0.4 0.5 -0.2
C -1.135 -5.729 1.194 0.0 0.0 0.0
C 0.070 -5.228 0.388 0.0 0.0 0.0
C -0.239 -3.958 -0.344 0.0 0.0 0.1
C -0.424 -3.812 -1.747 0.0 0.0 -0.1
C -0.280 -4.928 -2.739 -0.1 0.0 0.0
C -1.594 -5.678 -2.971 0.0 0.0 0.0
C -0.712 -2.485 -1.979 0.0 0.0 0.0
C -0.805 -1.658 -3.217 0.0 -0.1 0.0
C -1.397 -0.599 -0.583 0.0 0.0 0.0
C -2.751 -0.400 -0.404 0.0 0.0 -0.1
C -3.775 -1.480 -0.256 0.0 0.0 0.0
C -3.990 -1.854 1.216 0.0 0.0 0.0
C -2.935 1.004 -0.316 0.1 0.0 0.0
C -1.672 1.595 -0.395 -0.1 -0.1 0.0
C -1.244 2.904 -0.071 0.1 0.1 0.0
C 0.005 3.193 0.393 -0.1 0.0 -0.1
N 0.942 2.196 0.663 -0.1 0.0 0.1
C 1.772 2.696 1.639 0.0 -0.1 0.0
C 2.401 1.824 2.479 0.1 0.0 0.0
C 1.964 0.483 2.543 0.0 0.0 -0.1
N 1.217 -0.132 1.579 -0.1 -0.1 0.1
C 0.852 -1.391 2.103 0.0 0.0 0.0
C 0.175 -2.416 1.523 0.0 0.0 0.1
C -0.325 -2.699 0.226 0.0 -0.1 -0.2
N -0.642 -1.783 -0.785 0.0 0.1 0.0
C 1.402 -1.494 3.441 0.0 0.0 0.0
C 2.116 -0.363 3.689 0.0 0.0 0.1
C 2.908 0.001 4.907 0.0 0.0 0.0
C 4.414 -0.178 4.691 0.0 0.0 0.0
C 1.159 -2.631 4.379 0.0 0.0 0.0
C -0.224 -2.558 5.036 0.0 0.0 0.0
C 1.567 4.132 1.763 0.0 0.0 0.0
C 0.471 4.429 1.020 0.1 0.0 0.1
C -0.260 5.729 0.926 0.0 0.0 0.0
C -1.361 5.871 1.985 0.0 0.0 0.0
C 2.348 5.005 2.692 0.0 0.0 0.0
C 1.884 4.905 4.151 0.0 0.0 0.0
N -0.733 0.587 -0.602 0.0 -0.2 0.3
C -4.247 1.706 -0.164 0.0 0.0 0.0
C -4.930 1.941 -1.517 0.0 0.0 0.0
H -0.894 -6.665 1.696 0.0 0.0 0.0
H -1.994 -5.903 0.546 0.0 0.0 0.0
H -1.437 -5.003 1.952 0.0 0.0 0.0
H 0.370 -5.994 -0.326 0.0 0.0 0.0
H 0.927 -5.082 1.048 0.0 0.0 0.0
H 0.473 -5.625 -2.370 0.0 0.0 0.0
H 0.116 -4.552 -3.681 0.0 0.0 0.0
H -1.970 -6.096 -2.037 0.0 0.0 0.0
H -1.453 -6.497 -3.674 0.0 0.0 0.0
H -2.363 -5.014 -3.369 0.0 0.0 0.0
H -1.348 -0.732 -3.003 0.0 0.0 0.0
H -3.447 -2.365 -0.809 0.0 0.0 0.0
H -4.719 -1.160 -0.700 0.0 0.0 0.0
H -3.057 -2.207 1.659 0.0 0.0 0.0
H -4.733 -2.645 1.307 0.0 0.0 0.0
H -4.334 -0.996 1.794 0.0 0.0 0.0
H -1.987 3.691 -0.043 0.0 0.0 0.0
H 3.027 2.196 3.276 0.0 0.0 0.0
H 0.125 -3.285 2.168 0.0 0.0 0.0
H 2.580 -0.615 5.745 0.0 0.0 0.0
H 2.689 1.033 5.193 0.0 0.0 0.0
H 4.647 -1.217 4.459 0.0 0.0 0.0
H 4.967 0.104 5.586 0.0 0.0 0.0
H 4.774 0.435 3.863 0.0 0.0 0.0
H 1.928 -2.620 5.151 0.0 0.0 0.0
H 1.276 -3.581 3.853 0.0 0.0 0.0
H -0.334 -1.632 5.602 0.0 0.0 0.0
H -0.363 -3.393 5.720 0.0 0.0 0.0
H -1.023 -2.590 4.293 0.0 0.0 0.0
H -0.694 5.828 -0.072 0.0 0.0 0.0
H 0.453 6.547 1.039 0.0 0.0 0.0
H -2.087 5.059 1.923 0.0 0.0 0.0
H -1.893 6.812 1.853 0.0 0.0 0.0
H -0.937 5.860 2.987 0.0 0.0 0.0
H 2.265 6.040 2.358 0.0 0.0 0.0
H 3.407 4.743 2.625 0.0 0.0 0.0
H 0.847 5.221 4.254 0.0 0.0 0.0
H 2.496 5.543 4.785 0.0 0.0 0.0
H 1.957 3.885 4.529 0.0 0.0 0.0
H -4.106 2.660 0.348 0.0 0.0 0.0
H -4.900 1.108 0.473 0.0 0.0 0.0
H -4.316 2.574 -2.159 0.0 0.0 0.0
H -5.894 2.428 -1.378 0.0 0.0 0.0
H -5.100 0.997 -2.036 0.0 0.0 0.0
O 4.844 0.681 -1.822 0.0 0.0 0.1
C 3.938 0.313 -1.141 0.2 -0.2 -0.2
O 3.114 1.147 -0.486 -0.3 0.0 0.0
C 3.448 -1.149 -1.027 -0.2 0.0 -0.1
O 3.970 -2.080 -1.542 0.1 -0.1 0.1
O 2.298 -1.175 -0.332 -0.1 0.2 -0.1
C 0.969 4.164 -3.163 0.0 0.0 0.0
C 1.725 3.053 -2.488 -0.3 0.0 0.0
N 3.038 3.057 -2.626 0.2 0.0 0.0
O 1.055 2.200 -1.859 0.2 -0.1 0.0
H 1.231 4.224 -4.219 0.0 0.0 0.0
H 1.228 5.119 -2.701 0.0 0.0 0.0
H -0.098 3.994 -3.060 0.0 0.0 0.0
H 3.468 3.798 -3.156 0.0 0.0 0.0
H 3.666 2.388 -2.197 -0.1 -0.1 0.1
O 1.258 -0.145 -2.378 0.1 -0.2 -0.1
S 0.924 -1.141 -3.511 -0.1 0.1 0.0
C 0.627 -0.024 -4.889 0.0 0.0 0.0
C -0.050 -0.774 -6.034 -0.1 0.0 0.0
C -1.430 -1.300 -5.645 0.0 0.0 0.0
C -1.364 -2.295 -4.490 0.0 0.0 0.0
H 1.606 0.368 -5.164 0.0 0.0 0.0
H 0.009 0.784 -4.491 0.0 0.0 0.0
H 0.587 -1.598 -6.367 0.0 0.0 0.0
H -0.131 -0.087 -6.876 0.0 0.0 0.0
H -1.885 -1.788 -6.506 0.0 0.0 0.0
H -2.081 -0.462 -5.377 0.0 0.0 0.0
H -0.770 -3.159 -4.786 0.0 0.0 0.0
H -2.362 -2.667 -4.248 0.0 0.0 0.0
```
Forces are in eV/Å.

Its energy above the lowest of the compared OMol25 structures with the same formula, charge and spin is 157.6 kJ/mol. The HOMO energy (spin up / spin down) is -12.4 / -12.4 eV. The total charge is +2.

---

Values for total energy, eV, ordered as above
-3669191.114; -78939.729